ORCA calculation (ωB97M-V/def2-TZVPD) on a single C5H12N2 molecule in a non-equilibrium geometry.

## Properties
HOMO in Ha: -0.2827
Net charge: 0
Total energy in Ha: -307.1066
Gap between HOMO and LUMO in eV: 8.763

XYZ file:
```
19
Properties=species:S:1:pos:R:3:forces:R:3
N 2.287 1.660 0.959 -2.2 -2.2 -1.3
C 1.477 0.475 0.928 2.2 0.3 -0.1
C 0.960 -0.077 -0.171 0.8 1.8 -1.0
C 0.245 -1.384 -0.170 -1.3 0.7 1.4
C -1.069 -1.407 -1.081 3.9 4.9 -0.4
C -2.031 -0.421 -0.357 -0.2 -1.5 2.2
N -1.718 1.018 -0.268 1.5 -1.7 -5.2
H 2.680 1.941 1.881 -0.5 0.4 -2.1
H 2.168 1.969 -0.052 1.4 1.2 2.6
H 1.623 -0.185 1.749 -0.5 -0.1 1.2
H 1.110 0.559 -1.092 -0.4 -1.0 0.5
H -0.044 -1.418 0.936 -0.3 -0.5 -1.4
H 0.944 -2.188 -0.207 0.4 -0.9 -1.0
H -0.766 -1.206 -2.219 -0.8 0.0 2.4
H -1.485 -2.306 -1.062 -1.8 -4.0 0.1
H -1.913 -0.740 0.764 -0.6 -0.2 -1.8
H -3.081 -0.734 -0.608 0.7 1.1 -0.1
H -2.021 1.303 0.574 -0.8 1.6 3.4
H -0.691 1.134 -0.398 -1.6 0.1 0.6
```
Forces are in eV/Å.

ORCA calculation (ωB97M-V/def2-TZVPD) on a gas-phase ion, C8H16N3 (charge +1) in a non-equilibrium geometry.

## Properties
HOMO (spin up / spin down) in Ha: -0.3570 / -0.5237
Multiplicity: 3
⟨S²⟩: 2.0056
Net charge: +1
Total energy in Ha: -478.2677
Gap between HOMO and LUMO (spin up / spin down) in eV: 6.704 / 7.828

XYZ file:
```
27
Properties=species:S:1:pos:R:3:forces:R:3
C -0.693 1.404 -2.310 0.1 1.2 -0.9
C 1.224 0.255 -0.501 -4.8 0.3 -5.7
C 1.029 -0.248 -1.904 -1.6 -3.6 1.0
C 0.117 1.113 0.014 2.8 2.7 0.9
C 0.557 -1.738 -1.891 -2.2 -1.2 2.4
C -1.030 -0.777 3.400 0.5 -1.0 0.2
C -0.778 0.462 1.003 -1.4 -1.3 0.7
C -0.142 -0.251 2.215 -1.3 1.2 0.4
N 2.290 -0.083 0.106 3.3 1.2 4.6
N 0.066 0.434 -2.733 0.0 0.7 0.3
N -0.681 1.771 -1.045 -1.0 2.1 -0.4
H -1.223 2.003 -3.132 0.3 -1.0 1.7
H 1.909 -0.444 -2.412 2.2 1.1 -1.2
H 0.715 1.964 0.465 -1.0 -0.4 0.2
H -0.421 -1.790 -1.277 1.1 0.1 -1.1
H 1.203 -2.402 -1.275 0.1 0.6 -0.6
H 0.361 -2.253 -2.842 0.3 0.5 0.0
H -1.776 -0.035 3.672 -0.1 0.1 0.0
H -0.410 -0.980 4.336 -0.6 0.5 -1.4
H -1.573 -1.757 3.228 0.7 1.2 -0.3
H -1.454 1.203 1.395 -0.5 0.5 0.1
H -1.361 -0.201 0.373 -0.5 -0.5 0.2
H 0.533 -0.953 1.872 1.1 -2.1 -0.7
H 0.497 0.522 2.583 0.6 0.7 1.0
H 2.317 0.000 1.147 0.6 -1.4 -1.0
H -0.130 0.062 -3.641 0.2 -0.1 -0.4
H -1.144 2.722 -0.845 1.0 -2.3 -0.1
```
Forces are in eV/Å.

ORCA calculation (ωB97M-V/def2-TZVPD) on 3 unconnected molecules or ions with the total composition CH3O2S in a non-equilibrium geometry.

## Properties
HOMO (spin up / spin down) in Ha: -0.1209 / -0.1206
Net charge: -1
Total energy in Ha: -588.3714
Gap between HOMO and LUMO (spin up / spin down) in eV: 6.896 / 6.888

XYZ file:
```
7
Properties=species:S:1:pos:R:3:forces:R:3
C -1.078 0.201 -0.223 0.6 3.9 0.1
O 2.100 -1.022 0.239 -1.1 -4.5 0.1
O -0.133 2.498 0.186 1.0 -0.9 0.6
S 0.211 1.041 0.450 -3.3 0.5 -2.0
H -0.996 -0.812 -0.131 0.1 -2.7 0.0
H -1.959 0.739 -0.779 2.0 -1.0 1.3
H 1.855 -2.645 0.258 0.7 4.7 -0.1
```
Forces are in eV/Å.

ORCA calculation (ωB97M-V/def2-TZVPD) on 4 unconnected molecules or ions with the total composition C6H15NO4 in a non-equilibrium geometry.

## Properties
HOMO (spin up / spin down) in Ha: -0.5018 / -0.4887
Multiplicity: 2
⟨S²⟩: 0.7589
Net charge: +1
Total energy in Ha: -592.8185
Gap between HOMO and LUMO (spin up / spin down) in eV: 7.842 / 4.397

XYZ file:
```
26
Properties=species:S:1:pos:R:3:forces:R:3
O 0.940 3.085 -3.044 0.4 -0.1 0.6
C 0.435 2.050 -2.674 0.2 3.0 -2.0
C 1.207 1.199 -1.741 1.5 -0.8 2.2
C 0.751 -0.283 -1.825 -1.6 -0.5 -0.3
C 0.439 -0.773 -0.318 3.5 0.7 -6.1
C 1.537 -0.878 0.443 3.3 0.5 3.3
N 1.612 -1.119 1.829 -1.9 0.6 -0.9
C 0.539 -0.811 2.537 1.9 1.2 -3.9
H -0.485 1.915 -3.279 -0.4 -1.5 1.1
H 2.307 1.387 -1.987 -1.5 -0.5 0.2
H 1.145 1.467 -0.625 -0.3 0.6 -1.7
H 1.490 -0.799 -2.573 -1.3 0.1 2.1
H -0.258 -0.249 -2.353 1.3 -0.4 0.6
H -0.460 -1.100 -0.052 -3.9 -0.9 1.1
H 2.516 -0.654 -0.050 -0.8 -0.4 0.8
H 0.504 -0.870 3.555 0.1 -0.9 2.6
H -0.232 -0.211 2.048 -0.2 -0.1 0.2
H 1.334 -3.228 1.433 -0.7 0.3 0.6
H 0.675 -4.315 0.867 -0.7 -1.8 -0.8
O 0.412 -3.547 1.342 1.4 1.2 0.1
H -3.574 -1.668 2.716 -7.7 -9.6 -0.9
H -2.099 -1.302 2.584 -1.6 -0.5 0.2
O -3.029 -1.060 2.765 9.3 10.0 0.6
H -2.351 3.372 -1.029 -0.3 -1.9 -0.9
H -3.014 4.201 0.030 -1.8 -0.1 1.6
O -2.343 4.189 -0.601 2.1 1.9 -0.6
```
Forces are in eV/Å.

ORCA calculation (ωB97M-V/def2-TZVPD) on 2 unconnected molecules or ions with the total composition C10H16O in a non-equilibrium geometry.

## Properties
HOMO in Ha: -0.3140
Net charge: 0
Total energy in Ha: -465.8272
Gap between HOMO and LUMO in eV: 9.354

XYZ file:
```
27
Properties=species:S:1:pos:R:3:forces:R:3
C -0.539 -3.209 -0.175 2.3 -1.3 -1.0
C 0.044 -1.896 -0.604 -0.1 0.8 -0.8
C 0.909 -1.132 0.148 1.3 1.9 -1.7
C 1.539 0.077 -0.381 -2.6 -1.0 0.7
C 0.950 0.601 -1.535 3.1 -0.3 -0.4
O 1.511 1.690 -2.184 0.5 0.8 0.2
C 0.129 -0.173 -2.339 -0.8 0.4 -1.0
C -0.300 -1.393 -1.866 -0.3 -0.8 -0.5
H -1.072 -3.693 -1.008 0.5 0.1 0.0
H -1.324 -3.018 0.494 -0.7 -0.2 1.7
H 0.332 -3.922 0.160 -2.0 1.2 -0.1
H 1.217 -1.495 1.073 0.6 -0.5 1.5
H 2.275 0.678 0.164 -0.3 -0.5 -0.1
H 2.431 1.943 -1.913 -1.5 -0.7 0.1
H -0.084 0.225 -3.373 0.1 -0.7 1.3
H -0.836 -2.111 -2.499 0.0 0.7 0.0
C -0.176 2.370 2.551 0.8 -0.7 -1.4
C -1.279 1.513 1.877 -1.2 -0.4 1.0
C -2.181 0.800 2.971 -0.9 2.2 -0.9
H -0.319 3.423 2.759 -0.7 0.1 -0.3
H 0.816 2.302 2.059 -0.6 0.1 -0.3
H 0.026 1.913 3.474 0.2 -0.6 1.6
H -1.970 2.074 1.267 0.0 0.6 -0.3
H -0.944 0.717 1.222 0.8 0.1 -0.1
H -2.998 0.155 2.536 1.1 0.5 0.4
H -1.525 0.284 3.639 0.1 -0.6 0.5
H -2.692 1.650 3.534 0.5 -1.2 -0.4
```
Forces are in eV/Å.

ORCA calculation (ωB97M-V/def2-TZVPD) on a single C3H9NS2 molecule in a non-equilibrium geometry.

## Properties
HOMO in Ha: -0.3255
Net charge: 0
Total energy in Ha: -970.7361
Gap between HOMO and LUMO in eV: 7.127

XYZ file:
```
15
Properties=species:S:1:pos:R:3:forces:R:3
N 2.002 0.286 1.712 -0.5 -1.1 1.0
C 0.957 -0.242 0.847 0.5 -1.2 2.0
C 0.326 0.848 0.040 0.0 -1.3 -0.3
C -0.531 0.147 -1.036 0.5 0.6 -2.5
S -1.807 -0.930 -0.260 -0.5 0.6 -3.3
S -3.000 -1.095 -2.546 1.2 -0.2 3.5
H 1.674 0.570 2.627 0.4 0.1 -0.5
H 2.799 0.773 1.364 0.0 0.2 -0.3
H 1.250 -1.165 0.280 0.2 1.0 0.1
H 0.183 -0.676 1.575 0.8 0.5 -1.0
H -0.353 1.273 0.787 0.1 0.9 -0.6
H 1.135 1.564 -0.286 -1.2 -0.7 -0.1
H -1.039 0.979 -1.565 -0.2 -0.7 0.2
H 0.001 -0.472 -1.938 -0.8 1.4 2.6
H -3.598 -1.858 -1.601 -0.5 -0.1 -0.9
```
Forces are in eV/Å.

Quick rundown of ΔE to the lowest compared entry with this formula, charge and spin, same order as above: 322.2, 24.6, 712.1, 351.0, 185.3, 251.1 kJ/mol